C8H14 | ωB97M-V with the def2-TZVPD basis set

Calculated values
Relative energy (zero: lowest compared OMol25 entry of this formula, charge and spin)   385.62 kJ/mol
Orbital gap   9.62 eV
Structure (SMILES)   C[C@@H]1CC[C@@H]2C[C@H]2C1

Structure (XYZ):
```
22
Properties=species:S:1:pos:R:3:mulliken_charge:R:1
C 2.56 -0.43 0.02 -1.5450
H 0.46 -1.75 -1.04 0.3273
H 1.05 0.06 -1.44 0.2942
C 1.14 -0.06 -0.38 0.7950
H -1.32 2.25 0.71 0.3303
C -1.04 -0.86 0.36 -0.1458
H -3.34 -0.48 0.90 0.2837
H -3.27 -1.40 -0.54 0.2180
H 2.83 -0.41 1.11 0.3431
H -0.68 2.14 -1.09 0.2610
C 0.65 1.25 0.35 -0.8330
H 0.62 -1.77 0.73 0.3440
H 3.12 0.43 -0.39 0.3947
C -0.89 1.60 -0.07 -0.6899
H -1.65 0.16 -1.48 0.2672
H 1.24 2.17 0.09 0.3816
H 0.61 1.04 1.48 0.2753
C -2.70 -0.67 0.07 -0.8709
C 0.30 -1.24 -0.09 -1.1011
C -1.60 0.29 -0.44 0.1396
H 2.91 -1.48 -0.32 0.3319
H -1.01 -0.84 1.46 0.1988
```

C20H54F6O15S2Sn | ωB97M-V with the def2-TZVPD basis set

Calculated values
Orbital gap (alpha / beta)   6.05 / 7.09 eV
2S+1   2
Net charge   -1

Structure (XYZ):
```
98
Properties=species:S:1:pos:R:3:mulliken_charge:R:1
H 30.17 3.38 14.25 0.4182
C 31.51 5.55 25.52 -0.3692
C 30.90 1.31 23.53 -1.1276
C 28.95 7.95 22.39 -0.1673
O 36.10 8.75 20.66 -0.4158
C 34.70 8.12 23.89 -0.3764
H 30.77 2.19 24.15 0.1192
H 33.87 10.39 19.84 0.3202
H 28.76 7.13 19.00 -0.2447
O 34.33 5.58 20.74 -0.2032
H 29.93 10.88 20.12 0.2490
C 28.60 1.82 18.30 -0.1090
C 28.22 6.68 22.64 -0.8223
H 30.17 4.69 15.50 0.2271
C 35.67 4.96 16.31 0.4837
H 30.00 0.65 17.81 0.2317
C 31.96 1.59 22.44 0.5489
H 28.92 5.87 22.87 0.1666
H 34.23 10.16 18.10 0.2985
H 35.52 8.81 23.71 0.3571
H 29.02 10.80 18.61 0.3203
H 31.19 0.62 24.32 0.4247
O 32.91 3.70 20.22 -0.5074
H 33.17 9.47 23.44 0.4684
H 27.76 6.24 21.76 0.2269
C 28.26 2.49 19.61 -0.8531
C 29.97 11.10 19.05 -1.2016
C 30.44 3.66 15.26 -0.5581
H 29.61 6.64 25.70 0.4786
F 32.51 6.13 18.35 -0.1038
C 31.12 10.49 18.28 0.6084
H 31.37 9.48 18.62 -0.2582
H 32.34 2.46 15.05 0.3681
H 29.86 3.11 16.01 -0.2535
H 30.03 0.89 23.02 0.3605
F 35.49 4.25 15.17 -0.2336
H 32.44 5.10 23.86 0.4923
H 32.68 7.74 23.24 -0.1445
C 31.97 6.19 19.61 0.0343
O 32.38 5.01 22.14 -0.5901
O 29.89 1.49 18.25 -0.3724
C 27.70 7.28 18.81 0.6211
C 33.48 8.47 23.14 -0.0021
H 34.44 6.28 23.52 0.1694
H 32.07 11.03 18.28 0.2357
H 32.42 4.30 15.11 0.2076
H 28.97 3.30 19.77 -0.0240
O 35.07 2.99 18.09 -0.5260
H 30.89 4.66 25.42 0.1044
H 28.27 7.54 16.83 0.3195
H 35.34 10.96 19.08 0.4634
O 32.40 3.46 16.88 -0.0205
H 31.72 5.76 26.57 0.3589
H 28.51 2.52 17.47 0.0586
S 36.27 3.79 17.71 0.9764
O 36.79 4.59 18.80 -0.6038
O 32.10 0.39 21.65 -0.5222
Sn 37.24 5.86 21.30 0.8261
O 30.75 10.27 16.98 -0.5583
H 28.10 1.78 20.42 0.3442
O 37.31 2.95 17.11 -0.6743
H 34.43 7.97 24.94 0.2401
H 27.01 6.68 19.40 0.1701
H 31.06 7.57 25.70 0.3734
H 27.92 5.79 17.20 0.1876
H 31.48 2.39 21.88 -0.2174
O 27.49 8.57 19.03 -0.5870
H 33.75 8.62 22.09 -0.3140
S 32.97 5.02 20.81 0.4314
H 26.53 6.91 17.15 0.3936
F 34.49 5.51 16.71 -0.1515
H 32.91 1.95 22.83 0.1446
F 30.72 5.69 19.60 -0.1002
H 27.84 1.04 18.34 0.3155
F 36.62 5.84 16.08 -0.2389
O 27.95 8.86 21.91 -0.6081
H 32.60 4.38 17.05 -0.0655
H 27.54 6.94 23.46 0.3765
C 30.59 6.71 25.23 -0.4069
O 35.20 6.86 23.42 -0.4180
H 35.95 8.49 18.61 0.3142
C 31.99 3.38 15.52 -0.2423
H 27.47 9.20 22.67 0.2984
H 36.38 9.65 20.86 0.2508
C 35.34 8.79 19.45 0.1603
H 29.99 12.19 18.97 0.3454
H 31.56 10.32 16.46 0.3175
O 32.67 5.51 24.70 -0.3897
H 29.79 8.05 21.71 0.1056
H 27.27 2.95 19.45 0.3803
C 34.64 10.13 19.11 -1.2061
H 32.10 -0.30 22.31 0.3020
F 31.98 7.42 20.14 -0.1267
H 34.63 7.97 19.54 -0.2159
H 30.49 6.91 24.17 -0.4800
C 27.61 6.83 17.32 -1.2072
H 27.86 8.79 19.89 0.3232
H 29.25 8.44 23.32 0.5003
```

C4H6N3S | ωB97M-V with the def2-TZVPD basis set

Calculated values
Relative energy (zero: lowest compared OMol25 entry of this formula, charge and spin)   257.52 kJ/mol
Orbital gap   10.15 eV
Net charge   +1

Structure (XYZ):
```
14
Properties=species:S:1:pos:R:3:mulliken_charge:R:1
C -1.91 2.11 -2.42 -0.5916
H 0.40 -0.53 -0.15 0.3975
N -1.00 1.37 -1.70 0.1235
H -1.70 1.90 -3.50 0.2977
H -2.86 1.78 -2.02 0.2909
N 0.73 -1.22 0.68 -0.0818
C 1.65 -1.66 2.60 -0.4154
H -1.77 3.20 -2.29 0.2711
H 1.92 -1.59 3.66 0.3615
S 0.92 -2.86 0.60 0.3458
H 1.10 0.39 1.89 0.3682
C 1.24 -0.67 1.74 0.2300
N 1.53 -2.92 2.12 -0.3110
C -0.25 0.69 -1.20 -0.2863
```

H7N3P2 | ωB97M-V with the def2-TZVPD basis set

Calculated values
Relative energy (zero: lowest compared OMol25 entry of this formula, charge and spin)   471.45 kJ/mol
Orbital gap   9.38 eV
Structure (SMILES)   PNNN=[PH3]

Structure (XYZ):
```
12
Properties=species:S:1:pos:R:3:mulliken_charge:R:1
H -1.43 -1.83 -0.30 0.0771
H 3.30 -0.70 0.26 0.0484
N 1.32 0.84 -0.45 -0.3672
P -1.82 -0.56 0.00 0.2368
H -1.90 -0.32 1.35 0.1047
N 0.11 0.93 0.28 -0.2646
H -3.22 -0.57 -0.40 0.0932
P 1.96 -0.75 -0.30 -0.1068
N -1.09 0.61 -0.71 -0.4668
H 1.23 1.07 -1.41 0.3221
H 1.46 -0.63 1.11 0.0812
H 0.09 1.92 0.57 0.2420
```